(1)
A cluster of 2 separate species, C5H3N3 in total at a distorted geometry, computed with the ωB97M-V functional and the def2-TZVPD basis.

- gap between HOMO and LUMO (eV) = 8.3
- energy above the lowest of the compared OMol25 structures with the same formula, charge and spin (eV) = 5.146
- multiplicity = 1

Each line ends with the natural charge from an NBO analysis.
Cartesian coordinates (Å):
C 1.81549 1.49769 0.13975  -0.17
C 1.94389 0.31817 0.30333  0.09
C 0.88562 -1.90406 0.02237  0.07
C -0.42635 -1.59185 -0.25454  0.15
C -3.02305 0.93335 -0.08127  0.09
N -2.69990 1.94996 0.34971  -0.34
N 1.82216 -1.04880 0.36785  -0.53
N -1.53825 -1.36095 -0.53116  -0.30
H 2.00621 2.56413 -0.02977  0.26
H 2.65492 -1.59388 0.49417  0.42
H -3.44074 0.23623 -0.78043  0.24



(2)
An isolated molecule of C15H19ClN2O3S at a distorted geometry, computed with the ωB97M-V functional and the def2-TZVPD basis.

- gap between HOMO and LUMO (eV) = 7.7
- energy above the lowest of the compared OMol25 structures with the same formula, charge and spin (eV) = 13.862
- SMILES string = COC(=O)c1cc2sc(Cl)cc2n1CC(=O)NCCC(C)C
- multiplicity = 1

Each line ends with the natural charge from an NBO analysis.
Cartesian coordinates (Å):
C -5.74052 -1.01863 -0.63784  -0.27
O -4.43836 -1.69485 -0.83209  -0.52
C -3.72353 -1.05624 0.30323  0.77
O -4.14255 -0.24790 1.19538  -0.59
C -2.35391 -1.52787 0.09159  0.04
C -1.97447 -2.64305 -0.59526  -0.14
C -0.53672 -2.89605 -0.19319  -0.37
S 0.73988 -3.84740 -0.53613  0.64
C 1.80503 -2.93572 0.33697  -0.33
Cl 3.41888 -3.34509 0.96980  0.02
C 1.19198 -1.69458 1.15386  -0.27
C -0.26010 -1.63954 0.73245  0.20
N -1.38945 -0.97021 0.86663  -0.39
C -1.19670 0.03078 1.50943  -0.26
C -0.68824 1.19041 0.75377  0.65
O -0.95066 1.10577 -0.47126  -0.65
N 0.30144 1.96635 1.22314  -0.62
C 1.08558 2.97066 0.43783  -0.23
C 2.53386 2.52293 0.15352  -0.37
C 2.68934 1.06239 -0.60158  -0.21
C 2.06413 0.90568 -2.01542  -0.60
C 4.05956 0.64857 -0.64946  -0.61
H -5.63234 0.05139 -0.89017  0.20
H -6.12064 -1.43831 -1.57553  0.19
H -6.25219 -1.26024 0.19058  0.19
H -2.45576 -3.33227 -0.98957  0.20
H 1.52249 -1.10765 1.90308  0.22
H -2.21534 0.61450 1.90851  0.26
H -0.62805 0.11085 2.40253  0.21
H 0.74374 2.00508 2.03189  0.39
H 0.53964 3.01145 -0.71916  0.24
H 1.03035 3.99947 0.96051  0.21
H 3.01382 3.19254 -0.33222  0.20
H 3.04224 2.51326 0.82385  0.16
H 1.96685 0.26226 -0.01620  0.21
H 1.02153 1.44505 -2.03981  0.23
H 2.47260 1.82960 -2.48018  0.19
H 2.25014 0.09645 -2.43640  0.19
H 4.06979 -0.48043 -1.16511  0.20
H 4.71066 1.24534 -1.16147  0.21
H 4.42598 0.35527 0.38949  0.21



(3)
An isolated molecule of C5H12O2, computed with the ωB97M-V functional and the def2-TZVPD basis.

- gap between HOMO and LUMO (eV) = 10.9
- energy above the lowest of the compared OMol25 structures with the same formula, charge and spin (eV) = 0.573
- SMILES string = CC[C@@H](O)[C@@H](C)O
- multiplicity = 1

Each line ends with the natural charge from an NBO analysis.
Cartesian coordinates (Å):
C 2.31349 0.19374 1.37016  -0.61
C 0.88528 0.64896 1.07474  -0.42
C 0.31110 -0.05310 -0.15908  0.08
O 0.37264 -1.46052 -0.02954  -0.73
C -1.15102 0.31698 -0.46332  0.08
C -1.55222 -0.13315 -1.86034  -0.65
O -1.93372 -0.35835 0.52855  -0.74
H 2.34565 -0.89495 1.47723  0.22
H 2.99506 0.46693 0.55371  0.20
H 2.69809 0.64578 2.29120  0.21
H 0.23704 0.44163 1.93699  0.21
H 0.86094 1.73607 0.91262  0.20
H 0.92684 0.20832 -1.03018  0.17
H -0.42077 -1.66570 0.49646  0.48
H -1.30438 1.39867 -0.34641  0.17
H -1.26257 -1.18068 -2.00012  0.23
H -2.63524 -0.03367 -2.00767  0.20
H -1.05722 0.46501 -2.63288  0.22
H -2.67838 -0.78539 0.08772  0.48



| no. | total energy (eV) |
| --- | --- |
| 1 | -9697.6736 |
| 2 | -48331.1675 |
| 3 | -9474.5632 |